# 1
This record from OMol25 describes C25H51BrF5KN4O5SSi as an isolated structure. The level of theory is wB97M-V/def2-TZVPD.

Total energy in eV: -161628.6747
2S+1: 1
Lowest unoccupied orbital energy in eV: 4.16
HOMO-LUMO gap in eV: 7.054
Net charge: -2
Relative energy (zero: lowest compared OMol25 entry of this formula, charge and spin) in kJ/mol: 46.2
Highest occupied orbital energy in eV: -2.90

The geometry in XYZ format:
```
94
Properties=species:S:1:pos:R:3:mulliken_charge:R:1
K 0.536 1.529 0.953 0.57
N 0.638 -1.750 2.017 0.22
C 0.773 -2.622 3.173 -0.62
C -0.253 -2.266 4.246 -0.76
C 0.053 -0.968 5.021 0.21
C -0.909 0.189 4.759 -1.09
N -0.733 0.726 3.418 0.18
H 1.462 -1.816 1.423 0.10
H 0.604 -0.794 2.359 -0.35
H 1.776 -2.583 3.629 0.19
H 0.612 -3.656 2.848 0.44
H -0.310 -3.099 4.955 0.35
H -1.235 -2.187 3.767 0.29
H 1.070 -0.633 4.785 -0.34
H 0.047 -1.173 6.096 0.41
H -0.769 0.951 5.542 0.49
H -1.938 -0.173 4.853 0.40
H 0.159 1.213 3.384 -0.26
H -1.426 1.439 3.196 0.08
C -3.910 -1.356 -1.077 -1.66
C -2.599 -1.310 -0.294 1.98
C -2.852 -0.826 1.127 -1.18
C -1.935 -2.685 -0.268 -1.28
O -1.694 -0.364 -0.878 1.11
Si -1.369 0.031 -2.443 -0.68
S 0.365 1.097 -2.568 -0.70
O -1.358 -1.432 -3.242 0.42
C -1.006 -1.749 -4.586 1.78
C -1.323 -0.612 -5.557 -1.56
C -1.830 -2.981 -4.950 -1.93
C 0.485 -2.078 -4.636 -1.40
O -2.720 0.744 -3.103 -0.21
C -3.213 2.081 -2.999 1.93
C -3.016 2.642 -1.597 -1.28
C -4.701 1.992 -3.327 -1.79
C -2.504 2.951 -4.035 -1.66
H -4.602 -2.055 -0.599 0.56
H -3.739 -1.677 -2.106 0.13
H -4.371 -0.367 -1.099 0.14
H -3.566 -1.482 1.636 0.46
H -3.252 0.191 1.110 0.27
H -1.919 -0.817 1.692 -0.10
H -2.590 -3.407 0.232 0.44
H -0.997 -2.624 0.288 0.03
H -1.740 -3.030 -1.283 0.06
H -2.379 -0.348 -5.501 0.23
H -1.080 -0.920 -6.579 0.54
H -0.737 0.274 -5.307 0.31
H -2.894 -2.740 -4.911 0.39
H -1.633 -3.780 -4.233 0.33
H -1.584 -3.338 -5.954 0.40
H 1.060 -1.217 -4.293 0.28
H 0.794 -2.343 -5.651 0.46
H 0.696 -2.922 -3.974 0.18
H -3.492 2.004 -0.852 0.17
H -3.441 3.645 -1.513 0.56
H -1.960 2.716 -1.340 0.15
H -5.209 1.369 -2.588 0.34
H -4.837 1.539 -4.312 0.33
H -5.161 2.983 -3.325 0.40
H -1.432 2.956 -3.841 0.22
H -2.880 3.978 -3.995 0.47
H -2.675 2.553 -5.039 0.30
N 1.880 -2.075 -1.424 -0.41
C 3.081 -1.262 -1.616 0.21
C 4.076 -1.416 -0.469 -0.98
N 3.484 -0.939 0.768 -0.12
H 1.813 -2.802 -2.122 0.32
H 1.048 -1.502 -1.516 -0.28
H 2.793 -0.210 -1.686 -0.10
H 3.591 -1.501 -2.559 0.32
H 5.005 -0.892 -0.752 0.38
H 4.323 -2.477 -0.349 0.45
H 3.244 0.044 0.707 -0.12
H 4.082 -1.052 1.575 0.15
C 2.730 3.494 -0.301 -0.71
O 2.717 2.132 -0.689 -0.41
H 1.725 3.883 -0.106 0.29
H 3.202 4.128 -1.060 0.30
H 3.300 3.558 0.626 0.15
H 2.085 2.005 -1.420 -0.07
F 5.629 2.573 6.972 -0.35
C 4.831 2.274 5.920 0.58
C 4.624 0.963 5.534 0.09
F 5.238 -0.024 6.213 -0.34
C 3.802 0.659 4.468 0.06
F 3.658 -0.642 4.137 -0.40
C 3.113 1.639 3.702 0.04
O 2.348 1.369 2.727 -0.16
C 3.376 2.969 4.137 0.08
F 2.802 3.984 3.470 -0.34
C 4.197 3.274 5.201 0.16
F 4.396 4.558 5.555 -0.34
Br -1.552 3.677 1.701 -0.87
```

# 2
This record from OMol25 describes C25H52BrN3ORuSi3 as an isolated structure in a non-equilibrium geometry. The level of theory is wB97M-V/def2-TZVPD.

Total energy in eV: -129538.6725
2S+1: 2
Lowest unoccupied orbital energy (alpha / beta) in eV: -4.63 / -3.62
HOMO-LUMO gap (alpha / beta) in eV: 5.514 / 6.533
Net charge: +1
Relative energy (zero: lowest compared OMol25 entry of this formula, charge and spin) in kJ/mol: 264.6
Highest occupied orbital energy (alpha / beta) in eV: -10.15 / -10.15

The geometry in XYZ format:
```
86
Properties=species:S:1:pos:R:3:mulliken_charge:R:1
Ru -1.164 -0.803 -0.855 -0.65
C 1.505 3.254 -0.504 -0.88
O 0.488 2.251 -0.508 0.08
Si -1.051 2.699 -0.978 -0.41
C -1.586 4.168 0.020 -1.11
C -0.919 3.223 -2.752 -1.39
C -2.143 1.245 -0.578 0.90
Si -3.476 0.960 -1.901 0.32
C -2.498 0.419 -3.418 -1.09
C -4.868 -0.169 -1.427 -1.01
C -4.383 2.566 -2.230 -1.11
Si -2.523 0.975 1.208 0.03
C -3.167 -0.763 1.494 -1.09
C -0.915 1.136 2.155 -0.19
C -3.817 2.084 1.941 -1.15
H 1.425 3.886 0.384 0.31
H 1.452 3.892 -1.392 0.43
H 2.478 2.768 -0.501 -0.02
H -0.996 5.046 -0.260 0.41
H -1.456 4.008 1.093 0.36
H -2.639 4.409 -0.156 0.33
H -0.492 4.229 -2.783 0.48
H -1.873 3.268 -3.274 0.40
H -0.261 2.559 -3.321 0.32
H -1.470 0.118 -3.191 0.27
H -2.421 1.243 -4.133 0.44
H -2.968 -0.432 -3.913 0.44
H -4.580 -1.114 -0.979 0.33
H -5.445 -0.396 -2.329 0.38
H -5.535 0.362 -0.737 0.30
H -3.759 3.448 -2.373 0.35
H -5.055 2.771 -1.391 0.32
H -5.001 2.437 -3.125 0.39
H -2.697 -1.548 0.893 0.27
H -4.232 -0.814 1.253 0.45
H -3.055 -1.028 2.551 0.48
H -0.157 0.458 1.741 -0.54
H -1.054 0.939 3.220 0.62
H -0.501 2.144 2.062 0.22
H -4.755 1.991 1.382 0.31
H -3.531 3.137 1.933 0.37
H -4.013 1.791 2.977 0.40
C 1.991 -2.764 3.007 -0.77
N 0.723 -2.017 2.770 0.75
C 0.205 -1.446 4.043 -0.74
C -0.333 -2.873 2.082 0.15
C 0.126 -3.221 0.706 0.17
C 0.619 -4.508 0.479 -0.35
C 1.134 -4.865 -0.756 -0.87
C 1.178 -3.916 -1.765 -0.99
C 0.684 -2.642 -1.538 -0.26
C 0.134 -2.266 -0.311 1.16
H 2.742 -2.073 3.381 0.43
H 2.318 -3.212 2.074 0.21
H 1.794 -3.539 3.744 0.38
H 0.921 -1.265 2.101 -0.45
H -0.005 -2.270 4.720 0.39
H -0.704 -0.895 3.838 0.13
H 0.955 -0.790 4.476 0.36
H -1.238 -2.273 2.076 -0.84
H -0.480 -3.753 2.706 0.56
H 0.565 -5.244 1.276 0.42
H 1.493 -5.871 -0.928 0.43
H 1.578 -4.172 -2.738 0.51
H 0.704 -1.936 -2.363 0.64
Br -2.516 -2.584 -1.832 -0.50
C 2.857 0.099 -1.587 -0.04
C 4.296 0.676 -1.745 -0.89
N 5.082 0.383 -0.544 -0.12
C 4.429 0.945 0.635 -1.02
C 3.010 0.321 0.788 0.41
N 2.757 -0.620 -0.309 0.62
C 3.765 -1.683 -0.278 -0.32
C 5.191 -1.066 -0.384 -0.97
H 2.631 -0.602 -2.395 0.55
H 2.099 0.881 -1.592 -0.40
H 4.284 1.757 -1.899 0.35
H 4.808 0.227 -2.596 0.31
H 4.378 2.030 0.521 0.35
H 5.055 0.735 1.504 0.31
H 2.227 1.078 0.769 -0.41
H 2.935 -0.226 1.739 0.26
H 3.560 -2.368 -1.103 0.44
H 3.646 -2.245 0.654 -0.06
H 5.736 -1.472 -1.237 0.32
H 5.779 -1.266 0.513 0.36
```

# 3
This record from OMol25 describes a 3-piece molecular cluster, C25H52Cl2FN3O2 overall in a non-equilibrium geometry. The level of theory is wB97M-V/def2-TZVPD.

Total energy in eV: -63088.8405
2S+1: 1
Lowest unoccupied orbital energy in eV: 0.43
HOMO-LUMO gap in eV: 8.652
SMILES: CC(C)C[C@@]1(CCF)[C@H](N)C(=O)O[C@@H]1[C@H](Cl)[C@H](C)Cl.CCN(CC)CC.CCN(CC)CC
Relative energy (zero: lowest compared OMol25 entry of this formula, charge and spin) in kJ/mol: 672.6
Highest occupied orbital energy in eV: -8.22

The geometry in XYZ format:
```
85
Properties=species:S:1:pos:R:3:mulliken_charge:R:1
C 4.491 -0.617 -2.230 -1.05
C 3.678 0.823 -2.481 1.32
C 4.750 1.750 -3.370 -1.32
C 2.326 0.623 -3.387 -1.50
C 0.927 1.104 -2.607 1.60
C 0.777 0.531 -1.081 0.11
C 1.005 -1.084 -0.913 -0.29
F 0.817 -1.879 -2.147 -0.35
C 1.136 2.763 -2.660 0.00
N 0.726 3.560 -1.421 -0.58
C 0.379 3.186 -4.090 0.20
O 0.107 4.404 -4.570 -0.62
O 0.006 1.906 -4.716 -0.47
C -0.211 0.787 -3.739 -0.28
C -1.803 0.958 -3.412 -0.47
Cl -2.204 2.161 -2.049 -0.16
C -2.618 -0.425 -3.095 0.00
C -2.920 -0.666 -1.468 -0.89
Cl -1.912 -1.959 -3.855 -0.20
H 4.169 -1.070 -1.201 0.18
H 4.294 -1.342 -3.151 0.32
H 5.637 -0.304 -2.170 0.31
H 3.525 1.407 -1.479 -0.41
H 5.591 2.182 -2.649 0.31
H 4.175 2.700 -3.805 0.36
H 5.204 1.168 -4.279 0.32
H 2.290 -0.505 -3.725 0.38
H 2.508 1.246 -4.389 0.36
H -0.223 0.802 -0.537 0.51
H 1.641 1.054 -0.443 -0.98
H 0.177 -1.468 -0.144 0.21
H 2.041 -1.369 -0.403 0.19
H 2.215 3.172 -2.855 0.07
H 1.133 4.525 -1.598 0.40
H 1.266 3.229 -0.566 0.15
H 0.186 -0.120 -4.361 0.55
H -2.298 1.416 -4.397 0.52
H -3.703 -0.287 -3.574 0.36
H -3.862 0.015 -1.206 0.37
H -1.987 -0.450 -0.796 0.04
H -3.306 -1.783 -1.303 0.36
C 5.963 2.536 4.500 -1.41
C 4.738 1.768 4.012 -0.34
N 4.273 2.168 2.681 0.15
C 2.953 1.625 2.341 -0.30
C 2.828 0.112 2.207 -0.53
C 5.261 2.114 1.602 -0.74
C 5.927 0.772 1.321 -0.67
H 5.784 3.616 4.492 0.33
H 6.198 2.244 5.529 0.44
H 6.848 2.323 3.894 0.29
H 3.938 1.954 4.736 0.44
H 4.955 0.695 4.057 0.27
H 2.595 2.093 1.415 -0.12
H 2.243 1.956 3.111 0.36
H 3.264 -0.249 1.273 -0.20
H 1.769 -0.171 2.192 0.40
H 3.292 -0.423 3.041 0.41
H 6.051 2.843 1.825 0.35
H 4.812 2.485 0.673 0.31
H 6.227 0.248 2.232 0.28
H 6.836 0.929 0.727 0.38
H 5.280 0.114 0.737 -0.03
C -4.038 -2.383 1.567 -1.41
C -5.512 -2.283 1.184 -0.25
N -6.285 -3.497 1.461 0.07
C -7.618 -3.488 0.847 -0.68
C -8.611 -2.439 1.336 -0.95
C -6.241 -3.997 2.836 -0.68
C -6.704 -3.060 3.945 -0.96
H -3.558 -3.235 1.076 0.31
H -3.512 -1.475 1.254 0.29
H -3.901 -2.479 2.648 0.44
H -5.547 -2.080 0.109 0.44
H -5.945 -1.407 1.680 0.18
H -8.073 -4.481 0.950 0.35
H -7.490 -3.353 -0.235 0.39
H -9.018 -2.694 2.317 0.22
H -9.460 -2.385 0.646 0.39
H -8.173 -1.438 1.387 0.27
H -5.209 -4.299 3.057 0.36
H -6.810 -4.933 2.905 0.35
H -6.326 -2.041 3.825 0.25
H -6.340 -3.427 4.913 0.36
H -7.794 -3.022 4.013 0.27
```